This record from the OMol25 dataset describes a molecular structure, C25H20ClF3GdO2P at a distorted geometry. The level of theory is ωB97M-V/def2-TZVPD.

Each line ends with the Löwdin charge.
Cartesian coordinates (Å):
C (0.65254, 0.69599, 2.71359)  -0.21
C (-0.19711, 0.68881, 1.56380)  -0.21
C (-0.74074, -0.62705, 1.42218)  -0.24
H (-0.48058, 1.55794, 0.97355)  0.12
C (-0.21635, -1.43668, 2.48402)  -0.24
C (0.63455, -0.61465, 3.28356)  -0.23
H (1.11580, -0.90972, 4.21839)  0.11
H (1.12349, 1.58120, 3.14518)  0.11
H (-1.48139, -0.93055, 0.68659)  0.09
H (-0.49369, -2.47256, 2.69047)  0.11
Gd (1.71151, -0.86171, 0.94975)  1.39
Cl (1.01941, -2.63331, -0.66687)  -0.10
P (-1.90074, 0.44372, -2.25371)  1.08
C (-3.27763, -0.71729, -2.11474)  -0.39
C (-4.62205, -0.33242, -2.26131)  -0.10
H (-4.86888, 0.69315, -2.53578)  0.10
C (-5.63079, -1.27343, -2.04665)  -0.09
H (-6.67267, -0.97562, -2.16449)  0.10
C (-5.31381, -2.58380, -1.67778)  -0.09
H (-6.10867, -3.31010, -1.50367)  0.10
C (-3.97516, -2.96923, -1.53504)  -0.09
H (-3.73156, -3.99247, -1.24426)  0.10
C (-2.95534, -2.05097, -1.76229)  -0.10
H (-1.90473, -2.34169, -1.66590)  0.08
C (-2.52943, 2.12849, -2.08889)  -0.38
C (-3.31540, 2.44640, -0.95602)  -0.12
H (-3.67382, 1.64669, -0.30287)  0.10
C (-3.62782, 3.77438, -0.68174)  -0.10
H (-4.21577, 4.01883, 0.20453)  0.10
C (-3.19557, 4.79199, -1.53979)  -0.10
H (-3.45309, 5.83028, -1.32503)  0.10
C (-2.43917, 4.47940, -2.67400)  -0.09
H (-2.11146, 5.27113, -3.34875)  0.10
C (-2.09139, 3.15816, -2.94755)  -0.08
H (-1.48857, 2.91043, -3.82290)  0.10
C (-1.19855, 0.24135, -3.90275)  -0.38
C (-1.96992, -0.20184, -4.99118)  -0.08
H (-3.03485, -0.39167, -4.85700)  0.10
C (-1.35433, -0.39486, -6.22838)  -0.09
H (-1.94781, -0.74581, -7.07236)  0.10
C (0.01319, -0.14836, -6.38646)  -0.09
H (0.48428, -0.29422, -7.35911)  0.10
C (0.78069, 0.28435, -5.29779)  -0.08
H (1.84645, 0.47655, -5.42232)  0.10
C (0.18750, 0.47289, -4.05394)  -0.09
H (0.77377, 0.79643, -3.18942)  0.09
F (5.12572, 1.91223, -0.34920)  0.19
C (4.03754, 1.21175, -0.05741)  -0.46
F (4.33557, -0.14740, -0.21953)  0.06
F (3.79659, 1.33268, 1.31922)  0.07
C (2.74269, 1.55560, -0.85892)  -0.53
O (2.76529, 2.45428, -1.66258)  0.14
O (1.76161, 0.75322, -0.54247)  -0.22

## Properties
HOMO (alpha / beta) in eV: -7.404 / -7.405
Max |F| in hartree/bohr: 0.036
Multiplicity: 8
Relative energy (zero: lowest compared OMol25 entry of this formula, charge and spin) in kcal per mole: 0.0
Kohn-Sham gap (alpha / beta) in eV: 5.03 / 6.86
LUMO energy (alpha / beta) in eV: -2.379 / -0.542

This record from the OMol25 dataset describes 2 unconnected molecules or ions with the total composition C6H13BrSSi at a distorted geometry. The level of theory is ωB97M-V/def2-TZVPD.

Each line ends with the Löwdin charge.
Cartesian coordinates (Å):
C (-1.36042, -1.26109, 1.10933)  -0.33
C (0.06771, -1.00435, 1.64287)  -0.30
C (-1.31558, 0.90307, -0.03322)  -0.31
C (-1.53449, -0.61814, -0.30366)  -0.75
C (1.99697, 0.68074, -1.88148)  -0.30
C (2.63077, 0.97389, -0.53574)  -0.71
Si (0.15668, 0.85657, 1.13701)  0.85
S (-3.06731, -1.10952, -1.07816)  0.78
Br (3.50510, -0.60315, 0.06424)  0.59
H (-1.57832, -2.24979, 1.06353)  0.06
H (-2.01678, -0.74799, 1.82385)  0.11
H (0.09762, -1.11906, 2.83070)  0.12
H (0.76713, -1.64832, 1.12303)  0.03
H (-0.95537, 1.41396, -0.88817)  0.04
H (-2.26197, 1.33072, 0.36042)  0.08
H (-0.69202, -1.01487, -0.94110)  0.10
H (1.69462, 1.63025, -2.39197)  0.09
H (2.74243, 0.34993, -2.51448)  0.01
H (1.27709, -0.17708, -1.91234)  0.06
H (3.14639, 1.94581, -0.36808)  0.03
H (0.58927, 1.74367, 2.21773)  -0.07
H (-3.88952, -0.27524, -0.52429)  -0.17

## Properties
HOMO (alpha / beta) in eV: -7.295 / -7.297
Max |F| in hartree/bohr: 0.066
Multiplicity: 1
Relative energy (zero: lowest compared OMol25 entry of this formula, charge and spin) in kcal per mole: 19.8
Kohn-Sham gap (alpha / beta) in eV: 7.33 / 7.34
LUMO energy (alpha / beta) in eV: 0.040 / 0.040

This record from the OMol25 dataset describes a molecular structure, C35H37BrN7O4SSiW at a distorted geometry. The level of theory is ωB97M-V/def2-TZVPD.

Each line ends with the Löwdin charge.
Cartesian coordinates (Å):
W (-0.43683, 1.18723, 0.35856)  1.54
O (-2.06851, -1.74508, 2.57332)  0.06
C (-3.25786, -2.02090, 1.97137)  -0.25
C (-4.16582, -2.83004, 2.65206)  0.00
C (-5.36721, -3.18418, 2.07265)  -0.07
C (-5.68916, -2.73526, 0.80142)  -0.08
C (-4.82855, -1.87917, 0.14627)  -0.04
C (-3.61737, -1.50975, 0.72254)  -0.10
C (-2.74917, -0.51017, -0.00484)  -0.36
O (-2.02985, 0.36534, 0.79997)  -0.32
N (-1.72880, -1.18708, -0.79161)  0.02
N (-0.78006, -0.22371, -1.21315)  -0.16
C (0.15408, -0.71125, -2.05092)  -0.19
C (1.33212, -0.07726, -2.33157)  -0.05
Br (-0.29270, 2.75435, -1.65078)  0.35
C (2.44955, -0.32900, -3.03080)  -0.03
C (2.59960, -1.37075, -4.02902)  -0.22
C (1.50940, -1.95154, -4.68829)  -0.03
C (1.68770, -3.03178, -5.52906)  -0.07
C (2.95240, -3.56423, -5.73164)  -0.07
C (4.04800, -2.95839, -5.13432)  -0.09
C (3.88057, -1.86706, -4.30584)  -0.05
H (-1.38202, -1.55933, 1.91573)  0.06
H (-3.90097, -3.17729, 3.63655)  0.12
H (-6.05471, -3.81858, 2.60922)  0.11
H (-6.60950, -3.03655, 0.32960)  0.10
H (-5.09717, -1.48028, -0.82243)  0.12
H (-3.41659, 0.10120, -0.66840)  0.15
H (-2.09251, -1.76538, -1.54854)  0.15
H (-0.00856, -1.73348, -2.41438)  0.14
H (3.34141, 0.24000, -2.80293)  0.12
H (0.52752, -1.51982, -4.57563)  0.11
H (0.83768, -3.45578, -6.04314)  0.11
H (3.08250, -4.42832, -6.36702)  0.11
H (5.03968, -3.33856, -5.33020)  0.11
H (4.74198, -1.40283, -3.85032)  0.11
N (5.20961, -4.36656, -2.40366)  0.15
C (4.40550, -3.57716, -1.65773)  -0.32
C (4.91295, -2.42350, -1.02783)  -0.01
C (4.08266, -1.60685, -0.29472)  -0.05
C (2.73693, -1.93453, -0.17207)  -0.31
C (2.20898, -3.05716, -0.78826)  -0.05
C (3.03649, -3.87247, -1.52547)  0.00
S (1.74150, -0.87982, 0.80995)  0.70
O (0.32787, -1.29006, 0.89050)  -0.35
O (2.36244, -0.63323, 2.07323)  -0.24
N (1.48422, 0.56991, 0.08036)  -0.27
C (2.20048, 1.66663, 0.48563)  -0.50
N (3.50134, 1.74261, 0.44971)  0.18
C (4.03892, 2.92481, 0.77791)  -0.05
C (3.23858, 4.03182, 1.06424)  -0.01
C (1.87616, 3.85646, 1.10898)  -0.07
N (1.31478, 2.63453, 0.88230)  -0.03
H (6.20437, -4.22101, -2.38735)  0.11
H (4.86522, -5.23874, -2.76555)  0.11
H (5.96411, -2.18665, -1.11960)  0.12
H (4.44797, -0.71381, 0.18894)  0.11
H (1.16120, -3.28004, -0.66430)  0.12
H (2.63928, -4.75542, -2.00160)  0.12
H (5.11561, 2.96317, 0.78723)  0.12
H (3.67797, 4.99644, 1.24621)  0.12
H (1.18505, 4.65783, 1.32251)  0.13
C (-2.53078, 1.68817, 4.13478)  -0.13
Si (-1.05639, 2.41750, 3.16448)  0.49
C (0.16533, 0.93402, 3.05641)  -0.16
C (-0.20800, 3.85921, 4.08500)  -0.15
N (-1.35444, 2.66044, 1.46521)  -0.25
C (-2.56774, 3.27513, 1.12978)  -0.35
C (-3.17088, 4.23583, 1.94875)  -0.05
C (-4.38640, 4.79984, 1.61998)  -0.07
C (-5.04301, 4.42211, 0.46030)  -0.08
C (-4.46479, 3.47233, -0.36324)  -0.07
C (-3.24474, 2.90501, -0.03822)  -0.10
H (-2.21589, 1.41716, 5.13961)  0.04
H (-2.90592, 0.78232, 3.65798)  0.03
H (-3.36836, 2.37183, 4.22768)  0.03
H (-0.03354, 0.18679, 3.82199)  0.08
H (1.21884, 1.19769, 3.13832)  0.05
H (-0.02456, 0.41980, 2.08504)  -0.06
H (0.20845, 3.49667, 5.01872)  0.04
H (-0.89840, 4.65627, 4.33850)  0.03
H (0.60070, 4.31242, 3.51967)  0.01
H (-2.66534, 4.53933, 2.85020)  0.09
H (-4.82634, 5.53288, 2.27963)  0.11
H (-5.99606, 4.85514, 0.20573)  0.11
H (-4.96455, 3.15572, -1.26632)  0.11
H (-2.81770, 2.15386, -0.71396)  0.03

## Properties
HOMO (alpha / beta) in eV: -9.578 / -9.656
Max |F| in hartree/bohr: 0.074
Multiplicity: 1
Relative energy (zero: lowest compared OMol25 entry of this formula, charge and spin) in kcal per mole: 33.2
Charge: +1
Kohn-Sham gap (alpha / beta) in eV: 5.26 / 4.97
LUMO energy (alpha / beta) in eV: -4.319 / -4.691

This record from the OMol25 dataset describes a molecular structure, C34H29N4O6PtS2 at a distorted geometry. The level of theory is ωB97M-V/def2-TZVPD.

Each line ends with the Löwdin charge.
Cartesian coordinates (Å):
Pt (0.39722, 0.43039, 0.56742)  1.41
O (-0.32398, -0.31053, -3.78273)  0.07
C (0.27960, -1.52225, -3.86607)  -0.25
C (0.50423, -2.10968, -5.11061)  -0.02
C (1.10333, -3.34881, -5.20739)  -0.07
C (1.49330, -4.02991, -4.06027)  -0.08
C (1.28584, -3.44731, -2.82825)  -0.02
C (0.68611, -2.18966, -2.70077)  -0.07
C (0.55703, -1.59749, -1.34741)  -0.40
O (-0.09443, -0.47429, -1.20570)  -0.18
N (1.07490, -2.26197, -0.34968)  0.11
N (0.93552, -1.50724, 0.79231)  -0.14
C (0.96154, -2.06810, 1.94220)  -0.03
C (0.87181, -1.38666, 3.22053)  -0.15
C (0.67073, -2.16629, 4.36185)  -0.03
C (0.52889, -1.58456, 5.60663)  -0.07
C (0.59901, -0.19952, 5.71743)  -0.06
C (0.80446, 0.58930, 4.59710)  0.00
C (0.95676, 0.00768, 3.34544)  -0.32
O (1.24962, 0.81211, 2.29871)  -0.29
H (-0.47335, 0.02366, -4.67418)  0.12
H (0.19935, -1.57872, -6.00580)  0.12
H (1.26704, -3.78607, -6.18364)  0.11
H (1.95705, -5.00353, -4.13133)  0.11
H (1.59196, -3.95583, -1.92562)  0.11
H (1.01186, -3.15442, 1.92823)  0.15
H (0.61883, -3.24290, 4.25041)  0.12
H (0.36609, -2.19404, 6.48401)  0.11
H (0.49458, 0.26707, 6.68813)  0.11
H (0.87305, 1.66711, 4.66698)  0.12
O (-1.34618, 0.01801, 1.55586)  -0.66
S (-2.30888, -1.01486, 0.88880)  1.12
C (-3.58524, -1.10862, 2.11693)  -0.38
C (-3.62791, -0.20890, 3.16992)  -0.06
C (-4.65468, -0.32971, 4.09542)  -0.05
C (-5.60480, -1.33206, 3.96094)  -0.06
C (-5.53503, -2.23270, 2.90559)  -0.06
C (-4.51377, -2.13030, 1.97567)  -0.07
C (-3.11148, -0.12823, -0.41360)  -0.39
C (-3.63591, 1.13879, -0.18458)  -0.07
C (-4.18799, 1.82638, -1.24819)  -0.05
C (-4.21340, 1.24585, -2.51365)  -0.05
C (-3.68420, -0.01701, -2.72562)  -0.05
C (-3.11693, -0.71416, -1.66893)  -0.07
H (-2.86777, 0.55372, 3.26846)  0.11
H (-4.70868, 0.36130, 4.92573)  0.11
H (-6.40223, -1.41741, 4.68676)  0.11
H (-6.27012, -3.02008, 2.81151)  0.11
H (-4.44478, -2.83123, 1.15212)  0.12
H (-3.60749, 1.57530, 0.80628)  0.11
H (-4.60164, 2.81385, -1.09505)  0.11
H (-4.64829, 1.79036, -3.34140)  0.11
H (-3.69422, -0.45525, -3.71389)  0.11
H (-2.67425, -1.69003, -1.82160)  0.12
O (1.40979, 2.07903, -1.86058)  0.05
C (2.31645, 1.52137, -1.28255)  -0.57
O (2.17399, 0.72094, -0.23691)  -0.19
C (3.75148, 1.71276, -1.65509)  -0.14
C (4.77648, 1.47906, -0.74250)  -0.03
C (6.09146, 1.73336, -1.10229)  -0.07
C (6.38386, 2.20338, -2.37535)  -0.07
C (5.36226, 2.42337, -3.29055)  -0.07
C (4.04605, 2.18688, -2.92933)  -0.02
H (4.53800, 1.08464, 0.23637)  0.11
H (6.88965, 1.55577, -0.39373)  0.11
H (7.41104, 2.39422, -2.65726)  0.11
H (5.59397, 2.78324, -4.28422)  0.11
H (3.23388, 2.36240, -3.62223)  0.12
N (2.04217, 3.34349, 1.26260)  0.16
C (0.99955, 3.59746, 0.49486)  -0.81
N (1.00480, 4.61967, -0.34420)  0.15
S (-0.44915, 2.64817, 0.63597)  0.74
H (2.93269, 3.78992, 1.10350)  0.14
H (2.00165, 2.52707, 1.87048)  0.08
H (1.82444, 5.18835, -0.48623)  0.13
H (0.26342, 4.67489, -1.02214)  0.11

## Properties
HOMO in eV: -10.488
Max |F| in hartree/bohr: 0.034
Multiplicity: 1
Relative energy (zero: lowest compared OMol25 entry of this formula, charge and spin) in kcal per mole: 0.0
Charge: +1
Kohn-Sham gap in eV: 7.32
LUMO energy in eV: -3.165